C56H162BN15O14 | ωB97M-V with the def2-TZVPD basis set

Output
Orbital gap: 0.183 Eh
HOMO: -5.04 eV
Spin multiplicity: 1
LUMO energy: -0.1 eV

Element x y z (Å)
N (0.252098, 2.819808, -0.863449)
H (0.657851, 1.910029, -1.071661)
H (0.606671, 3.170113, 0.042045)
H (-0.832055, 2.740443, -0.900346)
H (0.473401, 3.488398, -1.610555)
B (-0.164796, -0.371022, -0.465308)
H (0.757505, 0.434733, -0.609187)
H (0.303389, 1.399455, 2.301319)
H (-1.240632, -0.340887, -1.330551)
H (-0.464322, -0.678925, 0.814564)
C (1.068675, 2.288735, 5.682495)
C (0.018327, 3.395604, 5.781461)
C (-1.235453, 3.149247, 4.890541)
O (-0.886142, 2.941277, 3.515828)
C (-2.059424, 2.693118, 2.746742)
N (-0.466967, 3.608761, 7.201094)
H (2.106523, 2.628016, 5.805931)
H (0.946123, 2.109681, 4.609063)
H (0.805695, 1.373818, 6.190985)
H (0.500393, 4.309940, 5.391353)
H (-1.918651, 4.031586, 4.941816)
H (-1.792020, 2.253796, 5.228681)
H (-2.750467, 1.977149, 3.182206)
H (-1.789808, 2.316047, 1.771552)
H (-2.653184, 3.612016, 2.604359)
H (0.294175, 3.759938, 7.879731)
H (-0.957959, 4.504817, 7.269487)
C (-3.026547, -2.038879, -0.262320)
C (-3.919677, -0.883529, 0.215430)
C (-4.900696, -1.379738, 1.239744)
O (-5.884446, -2.117694, 0.547470)
C (-6.873961, -2.480337, 1.499938)
N (-3.071578, 0.188044, 0.761510)
H (-2.415827, -1.800050, -1.124446)
H (-3.701593, -2.867025, -0.522791)
H (-2.371419, -2.443135, 0.536601)
H (-4.523139, -0.493893, -0.623129)
H (-5.389260, -0.596026, 1.803286)
H (-4.425964, -2.068787, 1.942801)
H (-6.586337, -3.124921, 2.335459)
H (-7.749877, -2.961790, 1.071886)
H (-7.335837, -1.572324, 1.896181)
H (-2.129062, -0.185360, 0.790734)
H (-3.290694, 0.331234, 1.740489)
C (-3.180025, 5.782468, -0.906972)
C (-4.665633, 5.683811, -1.145724)
C (-5.373495, 4.747522, -0.188393)
O (-4.978345, 3.384057, -0.395651)
C (-5.553264, 2.599981, 0.607811)
N (-5.269037, 7.005820, -1.038169)
H (-2.713471, 4.798409, -0.888422)
H (-2.929775, 6.254477, 0.054820)
H (-2.718756, 6.349907, -1.740521)
H (-4.787772, 5.295889, -2.178321)
H (-6.477348, 4.804837, -0.291600)
H (-5.094744, 5.087827, 0.828174)
H (-5.133854, 1.598065, 0.497831)
H (-6.617152, 2.455972, 0.359112)
H (-5.455414, 2.925366, 1.644270)
H (-6.164013, 7.086517, -1.506092)
H (-4.686655, 7.714841, -1.488887)
C (3.603197, 1.134422, 2.328571)
C (4.207137, 1.073053, 0.914778)
C (5.769171, 0.875986, 0.907901)
O (6.281701, 1.977045, 1.650419)
C (6.311159, 3.183790, 0.951425)
N (3.512451, 0.087575, 0.123817)
H (4.105115, 1.897222, 2.919089)
H (3.759197, 0.186735, 2.862108)
H (2.534220, 1.358565, 2.309439)
H (4.046595, 2.077510, 0.437730)
H (6.106343, 1.002645, -0.144599)
H (6.108382, -0.066403, 1.316920)
H (7.173852, 3.699066, 1.361467)
H (5.457389, 3.846019, 1.062499)
H (6.576141, 3.025139, -0.106760)
H (2.492404, 0.142033, 0.261784)
H (3.862611, -0.822683, 0.378834)
C (-0.093465, 5.905850, 2.210508)
C (1.320696, 5.454517, 1.905382)
C (2.312969, 5.795455, 3.053305)
O (3.654681, 5.378526, 2.668442)
C (4.605319, 5.523132, 3.700561)
N (1.382245, 3.989282, 1.783216)
H (-0.528224, 5.403747, 3.085190)
H (-0.880111, 5.804486, 1.450103)
H (-0.030508, 6.985368, 2.442244)
H (1.603569, 6.025176, 0.995846)
H (2.072182, 5.372588, 4.037808)
H (2.318088, 6.905995, 3.181897)
H (4.731877, 6.601787, 3.960069)
H (5.553573, 5.105263, 3.386960)
H (4.236406, 4.970522, 4.581522)
H (2.373063, 3.746345, 1.865192)
H (1.024292, 3.484522, 2.597618)
C (0.607107, 6.083872, -1.897764)
C (1.744499, 5.538963, -2.744581)
C (2.928966, 5.413385, -1.816125)
O (3.142442, 6.663958, -1.219823)
C (4.442679, 6.773323, -0.646208)
N (1.252227, 4.248789, -3.279000)
H (-0.366277, 6.107560, -2.373693)
H (0.766720, 7.136204, -1.683511)
H (0.572348, 5.622586, -0.914988)
H (1.841866, 6.189003, -3.609069)
H (3.759227, 4.983917, -2.386693)
H (2.594381, 4.633962, -1.096372)
H (5.183956, 6.416691, -1.367208)
H (4.484399, 6.129394, 0.242628)
H (4.629597, 7.807494, -0.391507)
H (0.683791, 4.365844, -4.123689)
H (2.029318, 3.661362, -3.556063)
C (-2.382968, -2.405780, -4.250163)
C (-2.397386, -3.749953, -5.069063)
C (-1.425472, -3.689261, -6.217111)
O (-1.813851, -2.694523, -7.164548)
C (-0.995751, -2.660857, -8.320946)
N (-2.214373, -4.954790, -4.218805)
H (-3.141146, -2.349746, -3.451895)
H (-2.589839, -1.558814, -4.901396)
H (-1.414906, -2.249933, -3.763316)
H (-3.415656, -3.804429, -5.462479)
H (-1.430762, -4.692965, -6.696003)
H (-0.418673, -3.472585, -5.827619)
H (-1.278495, -1.888263, -9.032506)
H (-1.164016, -3.601773, -8.880088)
H (0.070715, -2.576784, -8.080937)
H (-2.283427, -5.718880, -4.886743)
H (-1.230415, -4.973666, -3.915058)
C (1.300260, -2.400033, -2.666996)
C (0.784924, -3.461040, -1.733508)
C (1.274313, -4.848503, -2.038394)
O (0.787015, -5.331092, -3.260773)
C (1.100482, -6.724022, -3.301413)
N (1.176828, -3.123411, -0.318595)
H (2.360263, -2.233617, -2.451300)
H (0.774837, -1.446268, -2.639262)
H (1.318635, -2.729157, -3.708556)
H (-0.331835, -3.468043, -1.793621)
H (0.992196, -5.473534, -1.166565)
H (2.371999, -4.794374, -2.092873)
H (0.693215, -7.211288, -2.400985)
H (2.154053, -6.951418, -3.407352)
H (0.521126, -7.192922, -4.085650)
H (0.439124, -3.513680, 0.277080)
H (1.041958, -2.102070, -0.274361)
C (-4.874347, -0.757285, 5.073406)
C (-3.371930, -0.545597, 5.202251)
C (-2.774011, -1.627016, 6.103450)
O (-3.040198, -2.848913, 5.495195)
C (-2.604183, -3.944460, 6.252151)
N (-2.785770, -0.586783, 3.879553)
H (-5.128712, -1.672879, 4.534004)
H (-5.435804, 0.002368, 4.537307)
H (-5.371487, -0.768802, 6.049301)
H (-3.207787, 0.437259, 5.664365)
H (-3.155284, -1.593784, 7.135688)
H (-1.668806, -1.510147, 6.178963)
H (-3.319369, -4.141079, 7.080375)
H (-1.610416, -3.766417, 6.701185)
H (-2.533854, -4.820676, 5.616063)
H (-1.742329, -0.562050, 3.918557)
H (-3.051411, -1.466225, 3.444230)
C (4.802015, 2.150872, -3.056160)
C (3.569883, 1.420420, -3.583870)
C (4.015846, 0.148264, -4.355225)
O (2.967098, -0.520930, -4.995351)
C (3.344501, -1.684701, -5.704288)
N (2.582975, 1.085594, -2.601505)
H (4.499420, 2.872546, -2.294103)
H (5.292344, 2.672594, -3.906824)
H (5.508641, 1.513975, -2.534053)
H (3.110261, 2.039678, -4.349438)
H (4.485398, -0.509352, -3.604129)
H (4.782332, 0.432061, -5.104123)
H (2.448934, -2.104291, -6.131594)
H (3.804381, -2.418389, -5.035935)
H (4.048868, -1.422292, -6.507121)
H (3.060718, 0.618619, -1.834030)
H (1.887171, 0.482961, -3.043509)
C (-2.294603, 3.379657, -3.674912)
C (-2.460116, 2.030518, -2.980945)
C (-1.340818, 1.066076, -3.334936)
O (-1.380600, 0.915918, -4.743105)
C (-0.275113, 0.244165, -5.211759)
N (-2.492952, 2.176254, -1.491059)
H (-1.260171, 3.747847, -3.512461)
H (-3.039119, 4.114063, -3.403003)
H (-2.336439, 3.198024, -4.758341)
H (-3.399504, 1.564311, -3.285250)
H (-1.430168, 0.090382, -2.840747)
H (-0.363570, 1.510744, -3.036694)
H (0.591823, 0.921596, -5.163908)
H (-0.391201, -0.003937, -6.273894)
H (-0.073334, -0.697473, -4.695150)
H (-3.325538, 2.709212, -1.215922)
H (-2.630850, 1.299877, -1.004041)
C (4.384759, -5.219002, 0.599024)
C (4.832211, -3.763123, 0.591179)
C (4.955678, -3.256297, -0.860998)
O (5.908785, -4.044452, -1.593437)
C (6.084316, -3.580063, -2.848641)
N (3.993104, -2.903340, 1.385286)
H (4.454201, -5.574204, 1.635464)
H (5.026383, -5.878809, 0.001301)
H (3.322547, -5.326511, 0.319059)
H (5.827513, -3.684353, 1.044362)
H (5.278143, -2.212389, -0.787685)
H (3.933142, -3.293276, -1.305957)
H (6.768549, -4.192587, -3.440923)
H (6.476645, -2.559326, -2.831952)
H (5.102477, -3.553177, -3.343546)
H (3.088036, -2.914910, 0.917407)
H (3.847723, -3.282775, 2.309937)
C (2.011253, -1.819263, 4.823723)
C (1.244398, -1.689256, 3.558717)
C (0.448959, -2.948337, 3.248978)
O (1.375814, -4.065395, 3.221446)
C (0.900219, -5.227378, 2.578137)
N (0.353602, -0.498276, 3.533820)
H (1.363492, -1.913377, 5.713991)
H (2.713317, -0.995022, 4.979716)
H (2.660611, -2.700662, 4.794045)
H (1.974922, -1.611215, 2.730506)
H (-0.073257, -2.861676, 2.288019)
H (-0.313642, -3.108339, 4.037000)
H (1.682358, -5.989621, 2.465049)
H (0.607980, -4.994465, 1.515061)
H (0.025236, -5.641170, 3.063796)
H (0.853007, 0.180113, 4.130975)
H (0.449121, -0.151206, 2.582659)
C (-2.568062, -7.193360, -0.832711)
C (-3.948782, -6.491055, -0.805509)
C (-3.827498, -5.424850, 0.289452)
O (-3.648170, -6.014446, 1.646536)
C (-3.556099, -5.006649, 2.595888)
N (-4.237789, -5.881802, -2.057682)
H (-2.395059, -7.712178, 0.113883)
H (-1.761602, -6.438204, -0.813905)
H (-2.355922, -7.807169, -1.706179)
H (-4.681289, -7.263091, -0.557893)
H (-4.667059, -4.728029, 0.333340)
H (-2.916881, -4.841468, 0.090639)
H (-4.447704, -4.379586, 2.752842)
H (-2.658474, -4.385409, 2.448949)
H (-3.425077, -5.459122, 3.568214)
H (-3.396695, -5.707935, -2.605912)
H (-4.980470, -6.331236, -2.562251)

Cartesian forces (eV/Å) of the 2 atoms listed first:
N -1.4349 0.7672 -0.0129
H 0.1237 0.2960 -0.0852